# 1
ORCA calculation (ωB97M-V/def2-TZVPD) on C7H11N as an isolated structure.

Each line ends with the Mulliken charge.
Cartesian coordinates (Å):
C  1.1997  -0.9845  -0.4518  -0.7173
C  0.7407  0.4047  -0.8915  -0.5688
C  1.2227  0.8212  0.4133  -0.7647
C  0.6793  -0.7010  0.9627  -0.3140
C  -0.9159  -0.5649  0.9397  -0.0357
C  -1.2461  0.9489  0.3751  -0.7963
C  -0.8808  0.2756  -0.8607  0.0567
H  2.3812  -0.8877  -0.4504  0.3123
H  1.0312  -1.7633  -1.1652  0.3852
H  0.9537  0.9332  -1.7817  0.5544
H  1.0627  1.8012  0.9629  0.3047
H  2.3218  0.6655  0.1552  0.2673
H  1.3003  -1.4108  1.6562  0.3336
H  -1.3621  -0.8749  1.9007  0.4480
H  -2.4789  1.1831  0.3994  0.2265
H  -0.9964  1.8604  0.8068  0.3323
H  -1.2931  0.5618  -1.9464  0.3709
H  -2.3298  -1.1274  -0.5335  0.2754
N  -1.3901  -1.1411  -0.4907  -0.6704

Properties
E: -327.86143 Eh
E_HOMO: -9.2 eV
ΔE to the lowest compared entry with this formula, charge and spin: 142.2 kcal/mol
charge: 0
Kohn-Sham gap: 10.22 eV
M: 109.17 g/mol


# 2
ORCA calculation (ωB97M-V/def2-TZVPD) on the molecule C7H11N.

Each line ends with the Mulliken charge.
Cartesian coordinates (Å):
C  -1.8322  1.9186  -1.2723  -0.7034
C  -1.9877  0.6297  -0.8474  -0.5025
C  -0.7817  -0.1189  -0.3960  -0.0373
C  -0.5241  -0.4240  1.0670  -0.1807
N  -0.1363  -1.8376  1.2285  -0.6106
C  0.4102  0.4820  0.3494  -0.0463
C  1.8679  0.1649  0.3353  -0.2359
C  2.3810  -0.8492  -0.3281  -0.9011
H  -0.8754  2.3411  -1.2536  0.3293
H  -2.7149  2.5511  -1.7047  0.2081
H  -2.9807  0.1346  -0.7401  0.3175
H  -0.5315  -0.9927  -0.9273  0.3130
H  -1.0706  0.1441  1.8162  0.3748
H  0.4568  -2.0147  0.4799  0.2133
H  0.3806  -1.9941  2.0943  0.2756
H  0.1824  1.5597  0.5142  0.4566
H  2.5758  0.9591  0.8069  0.2382
H  3.4250  -1.0616  -0.5767  0.2435
H  1.7555  -1.5920  -0.6455  0.2479

Properties
SMILES string: C=C[C@@H]1C(N)[C@H]1C=C
E: -327.95565 Eh
E_HOMO: -8.7 eV
ΔE to the lowest compared entry with this formula, charge and spin: 83.0 kcal/mol
charge: 0
Kohn-Sham gap: 9.80 eV
M: 109.17 g/mol


# 3
ORCA calculation (ωB97M-V/def2-TZVPD) on C7H11N as an isolated structure.

Each line ends with the Mulliken charge.
Cartesian coordinates (Å):
C  -2.2081  0.1218  -0.0448  -1.3857
C  -0.7269  0.2099  0.1144  1.0491
C  0.1228  -0.1856  1.2609  -1.0032
C  1.4231  -0.1669  0.5114  -0.0482
C  1.1719  -1.0969  -0.6889  -0.4332
C  1.3872  1.1592  -0.0881  -0.6553
C  0.1801  1.4096  -0.5081  -0.4214
H  -2.7360  -0.1635  -1.0974  0.2790
H  -2.8212  -0.5272  0.7183  0.3132
H  -2.7914  1.2259  0.3734  0.2515
H  -0.1658  -1.0347  1.6987  0.4658
H  0.3079  0.3770  2.2534  0.3505
H  2.0871  -0.1540  1.4947  0.2867
H  1.4677  -2.1015  -0.3029  0.3037
H  1.6983  -0.5578  -1.4770  0.3698
H  -0.9271  -1.1202  -1.6096  0.2679
H  2.6198  1.3111  -0.7734  0.2299
H  0.1413  2.2437  -1.2825  0.2774
N  -0.2305  -0.9502  -0.5525  -0.4976

Properties
E: -327.80682 Eh
E_HOMO: -8.7 eV
ΔE to the lowest compared entry with this formula, charge and spin: 176.4 kcal/mol
charge: 0
Kohn-Sham gap: 9.65 eV
M: 109.17 g/mol


# 4
ORCA calculation (ωB97M-V/def2-TZVPD) on the molecule C7H11N.

Each line ends with the Mulliken charge.
Cartesian coordinates (Å):
C  1.4196  1.1583  0.0215  -0.1714
C  2.0566  -0.0407  0.0514  -0.4464
C  1.4365  -1.4468  0.0493  -0.5976
C  -0.0006  -0.9770  -0.0310  -0.8279
N  -1.3731  -1.4609  0.0252  -0.5940
C  -2.0585  -0.1327  0.1542  -0.8255
C  -1.2795  1.2042  -0.0335  -0.3450
C  -0.0006  1.6768  -0.0353  0.0226
H  2.1093  1.9989  0.0244  0.2695
H  3.1450  0.0067  0.0792  0.3480
H  1.7996  -2.0300  -0.8003  0.3512
H  1.7116  -1.9890  0.9633  0.3328
H  -0.0001  -0.3368  0.8391  0.3638
H  0.0521  -0.3785  -0.9412  0.5324
H  -1.6375  -1.8587  -0.8767  0.2788
H  -2.4568  -0.0632  1.1779  0.3182
H  -2.9270  -0.1087  -0.5086  0.4503
H  -2.0140  2.0088  -0.0757  0.3059
H  0.0175  2.7692  -0.0832  0.2341

Properties
SMILES string: C1=C\CCNC\C=C/1
E: -327.94032 Eh
E_HOMO: -8.5 eV
ΔE to the lowest compared entry with this formula, charge and spin: 92.7 kcal/mol
charge: 0
Kohn-Sham gap: 9.46 eV
M: 109.17 g/mol


# 5
ORCA calculation (ωB97M-V/def2-TZVPD) on C7H11N2 as an isolated structure.

Each line ends with the Mulliken charge.
Cartesian coordinates (Å):
C  2.4555  -1.1187  -0.0504  -0.4388
C  0.9548  -1.3111  -0.3644  -0.5629
C  2.1517  0.2797  0.2374  -0.7194
C  -2.4102  -0.3539  0.3890  -0.2489
C  0.8128  0.0786  0.0644  0.4487
C  -1.4082  0.4393  0.1043  0.4599
C  0.0467  2.3419  -0.0221  -0.9352
N  -0.2582  0.9628  0.0575  -0.0217
N  -3.3300  -1.2836  -0.1931  -0.4974
H  2.8938  -1.5809  0.8088  0.3170
H  3.0614  -1.2144  -1.0105  0.2318
H  0.7707  -1.5492  -1.4294  0.2479
H  0.3831  -2.1167  0.2872  0.2529
H  2.6871  1.1223  0.3075  0.4799
H  -2.5395  -0.2542  1.4179  0.3377
H  0.4415  2.4317  -1.0469  0.4050
H  -0.7698  2.9940  0.3283  0.3547
H  0.9518  2.5150  0.5711  0.3171
H  -3.1051  -1.6474  -1.1234  0.2808
H  -3.3746  -2.0689  0.3970  0.2909

Properties
E: -382.43824 Eh
E_HOMO: -13.5 eV
ΔE to the lowest compared entry with this formula, charge and spin: 116.3 kcal/mol
charge: +1
Kohn-Sham gap: 9.02 eV
M: 123.18 g/mol


# 6
ORCA calculation (ωB97M-V/def2-TZVPD) on an isolated ion of composition C7H11N2 and charge +1.

Each line ends with the Mulliken charge.
Cartesian coordinates (Å):
C  2.0667  -0.7090  -0.8860  -0.5258
C  1.3817  -1.5294  -0.0190  -0.4184
C  2.0632  0.6582  -0.6373  0.4449
C  0.5354  -1.0619  1.1388  -0.6654
C  -1.3519  -0.7150  -0.7264  -0.6126
C  -0.8339  -0.4909  0.6751  0.0498
C  -0.8995  0.6158  -0.3408  -0.6941
N  2.3068  1.7402  -0.1447  -0.3029
N  -1.8660  1.6785  -0.0460  -0.1288
H  2.4976  -1.2398  -1.6135  0.5587
H  1.5095  -2.5620  -0.1623  0.4224
H  0.1630  -1.9028  1.8053  0.3946
H  1.0931  -0.3045  1.7346  0.3050
H  -0.5591  -1.2795  -1.2468  0.1981
H  -2.4354  -0.9158  -0.8215  0.3152
H  -1.4466  -0.5075  1.6625  0.2701
H  2.0423  2.6697  -0.2764  0.3123
H  -1.9942  2.0598  -0.9404  0.3781
H  -1.4714  2.4493  0.5588  0.3416
H  -2.8013  1.3465  0.2857  0.3571

Properties
E: -382.37845 Eh
E_HOMO (alpha / beta): -11.0 / -11.0 eV
ΔE to the lowest compared entry with this formula, charge and spin: 153.8 kcal/mol
charge: +1
Kohn-Sham gap (alpha / beta): 6.26 / 6.26 eV
M: 123.18 g/mol


# 7
ORCA calculation (ωB97M-V/def2-TZVPD) on an isolated ion of composition C7H11N2 and charge +1.

Each line ends with the Mulliken charge.
Cartesian coordinates (Å):
C  -0.7646  -2.2366  -0.4602  -0.4821
C  0.4851  -1.6637  -0.4557  -0.4794
N  0.6687  -0.6029  0.5035  0.1850
C  1.4491  -0.5734  1.5952  -0.1869
N  1.2927  0.5659  2.2113  -0.0332
C  0.3659  1.3640  1.5443  -0.5961
C  -0.0053  0.6123  0.4794  0.6202
C  -1.0267  1.1128  -0.5233  -0.6184
C  -0.6133  0.9346  -2.0029  -1.0694
H  -1.4482  -2.1382  -1.3062  0.2995
H  -1.0509  -2.7443  0.4701  0.2859
H  1.3115  -2.0001  -1.0819  0.3815
H  2.0935  -1.3842  1.9128  0.4435
H  1.8004  0.7806  3.0602  0.2213
H  0.0283  2.3421  1.8500  0.4175
H  -1.0895  2.1950  -0.3495  0.3408
H  -2.0250  0.7138  -0.2984  0.3153
H  -1.4612  1.0289  -2.6899  0.3084
H  -0.1314  -0.0238  -2.2244  0.2943
H  0.1210  1.7171  -2.2345  0.3524

Properties
SMILES string: C=Cn1c[nH+]cc1CC
E: -382.50364 Eh
E_HOMO: -12.9 eV
ΔE to the lowest compared entry with this formula, charge and spin: 75.3 kcal/mol
charge: +1
Kohn-Sham gap: 8.38 eV
M: 123.18 g/mol


# 8
ORCA calculation (ωB97M-V/def2-TZVPD) on C7H11N2O2 as an isolated structure.

Each line ends with the Mulliken charge.
Cartesian coordinates (Å):
C  0.0713  -2.2293  2.8379  -0.6906
C  -0.8868  -1.8424  1.9014  -0.5468
C  1.3573  -1.8049  2.3646  0.0169
C  -0.2057  -0.9183  1.0538  -0.0181
C  -0.8357  -0.2194  0.0722  0.9329
C  0.9592  0.3899  -2.0708  -1.3136
C  -0.0055  0.9973  -1.1210  0.6607
N  0.4365  1.9802  -0.1833  -0.6771
N  -1.2490  1.4765  -1.7425  -0.4285
O  -2.0552  -0.1291  -0.1653  -0.6301
O  1.1876  -0.9000  1.3524  -0.3141
H  -0.0490  -2.9478  3.5763  0.4869
H  -1.9355  -1.7637  1.8239  0.5138
H  2.4470  -1.8564  2.6698  0.3643
H  0.4674  -0.4584  -2.6346  0.3632
H  1.8443  -0.1160  -1.6708  0.3475
H  1.1490  1.2464  -2.7840  0.3594
H  0.9239  2.7904  -0.4966  0.2459
H  1.1532  1.6361  0.3927  0.2406
H  -1.5129  2.2597  -1.2717  0.3132
H  -2.1214  0.6450  -1.2070  0.4916
H  -1.1400  1.7640  -2.6976  0.2822

Properties
E: -532.98572 Eh
E_HOMO: -13.3 eV
ΔE to the lowest compared entry with this formula, charge and spin: 43.1 kcal/mol
charge: +1
Kohn-Sham gap: 8.72 eV
M: 155.18 g/mol


# 9
ORCA calculation (ωB97M-V/def2-TZVPD) on an isolated ion of composition C7H11N2O2 and charge +1.

Each line ends with the Mulliken charge.
Cartesian coordinates (Å):
C  -0.7219  -2.4466  1.2129  -0.2341
C  0.1007  -3.2385  0.7093  -0.0241
C  -1.9902  -2.2621  0.1138  0.4726
C  0.3925  0.0475  -1.3334  -0.7637
C  -0.8439  1.1285  0.3054  -0.8115
C  1.6389  0.6607  -0.6949  -0.5137
C  0.3655  1.8228  0.9976  -0.4709
N  -1.7243  -1.0627  -0.4331  -0.4019
N  -0.5918  -0.2213  -0.2292  0.3673
O  -2.8451  -3.0617  0.0373  -0.3757
O  1.3258  1.9409  -0.0828  -0.3727
H  -0.7213  -1.7503  2.0313  0.3933
H  0.6457  -3.9955  0.1721  0.3842
H  -0.0408  0.6872  -1.9935  0.3787
H  0.5022  -0.8912  -1.7805  0.4706
H  -1.8196  1.1276  1.0293  0.4012
H  -1.2419  1.8114  -0.4342  0.4298
H  2.0728  -0.2032  -0.1515  0.2378
H  2.3939  0.8418  -1.3696  0.4705
H  -0.0580  2.7652  1.3857  0.3631
H  0.6532  1.2042  1.7819  0.3082
H  -2.4990  -0.4830  -0.6896  0.2909

Properties
E: -532.82818 Eh
E_HOMO (alpha / beta): -13.4 / -13.4 eV
ΔE to the lowest compared entry with this formula, charge and spin: 142.0 kcal/mol
charge: +1
Kohn-Sham gap (alpha / beta): 6.76 / 6.76 eV
M: 155.18 g/mol


# 10
ORCA calculation (ωB97M-V/def2-TZVPD) on the molecule C7H11N3O.

Each line ends with the Mulliken charge.
Cartesian coordinates (Å):
C  -0.1641  1.2747  1.4293  -2.1547
C  -0.1677  0.7014  0.0106  1.5786
O  0.2620  1.6689  -0.9427  -0.6456
C  -1.4956  0.1329  -0.1654  -0.0244
C  -2.1866  -0.5713  0.8159  -0.1182
N  -3.3756  -0.8911  0.2766  -0.6826
N  -3.4069  -0.3758  -0.8539  0.1678
N  -2.3567  0.3402  -1.1760  -0.5972
C  0.7960  -0.4043  0.1108  -0.1859
C  0.5620  -1.7173  -0.6167  -0.5996
C  1.6195  -0.7694  -1.1255  -0.7275
H  0.8216  1.7143  1.6440  0.4348
H  -0.4138  0.4496  2.0319  0.5422
H  -0.8677  2.0461  1.3629  0.3985
H  -0.5680  1.8456  -1.5049  0.4289
H  -1.9151  -0.8839  1.8223  0.4420
H  -4.3021  -0.1874  -1.2873  0.2620
H  1.2272  -0.4094  1.1478  0.4447
H  -0.3031  -1.8523  -1.2892  0.2137
H  0.7684  -2.5598  -0.0337  0.3223
H  2.6729  -1.1780  -1.0559  0.2324
H  1.6132  -0.1828  -2.0027  0.2677

Properties
SMILES string: C[C@](O)(c1cn[nH]n1)C1CC1
E: -512.73601 Eh
E_HOMO: -9.9 eV
ΔE to the lowest compared entry with this formula, charge and spin: 76.4 kcal/mol
charge: 0
Kohn-Sham gap: 10.85 eV
M: 153.19 g/mol


# 11
ORCA calculation (ωB97M-V/def2-TZVPD) on a 2-piece molecular cluster, C7H11N3O3 overall.

Each line ends with the Mulliken charge.
Cartesian coordinates (Å):
O  0.3731  2.0503  -0.7416  -0.6504
C  0.9456  0.9994  -0.3969  0.1411
C  0.2076  -0.2286  -0.2735  -0.6155
C  0.8764  -1.3202  -0.0091  -0.5147
N  2.2714  -1.2752  0.1795  -0.1323
C  3.0818  -0.1855  0.1022  0.3528
O  4.2923  -0.2994  0.3384  -0.6375
N  2.3182  0.8535  -0.3178  -0.0596
H  -0.7760  -0.4258  -0.4141  1.2567
H  0.3937  -2.3440  0.2678  0.2983
H  2.7929  -2.0864  0.0189  0.2239
H  2.7778  1.7947  -0.5763  0.2967
C  -3.1466  -1.6589  -0.4860  -1.0255
N  -2.0655  -0.9089  0.1688  -0.2292
C  -2.5952  0.3192  0.2549  0.7800
C  -1.9293  1.1787  1.3169  -1.0580
O  -3.5032  0.7924  -0.3617  -0.6061
H  -3.7845  -0.8901  -0.8964  0.3885
H  -2.7615  -2.3138  -1.5269  0.2343
H  -3.9834  -2.1601  0.1397  0.3229
H  -1.4893  -1.3266  1.0306  0.4322
H  -1.2184  0.5641  1.9786  0.2647
H  -2.6271  1.7638  1.9811  0.3676
H  -0.9322  1.7666  0.8510  0.1692

Properties
SMILES string: O=c1cc[nH]c(=O)[nH]1.CNC(C)=O
E: -663.20968 Eh
E_HOMO: -9.7 eV
ΔE to the lowest compared entry with this formula, charge and spin: 93.7 kcal/mol
charge: 0
Kohn-Sham gap: 9.92 eV
M: 185.18 g/mol